A 2-piece molecular cluster, C11H16BNO2 overall in a non-equilibrium geometry, computed with wB97M-V/def2-TZVPD.

```
31
Properties=species:S:1:pos:R:3
B -0.8869 -0.7311 -0.2339
C -5.1242 0.6400 0.0900
C -4.1950 0.8725 1.1273
C -4.6322 -0.0143 -1.0733
C -2.9757 0.3592 1.0743
C -3.2544 -0.3020 -1.1778
C -2.4998 -0.3069 -0.0351
C 2.3149 1.5038 0.5626
C 2.8729 0.1825 1.0320
C 2.2958 1.2797 -0.9471
C 2.6176 -0.7982 -0.1282
C 3.9298 -1.4970 -0.4872
N 2.2145 -0.0112 -1.2025
O -0.2757 -1.4425 0.8417
O -0.2574 -0.2629 -1.2748
H -6.1226 0.9037 0.0659
H -4.6434 1.2474 2.0328
H -5.2187 -0.0754 -1.9658
H -2.1727 0.4132 1.8720
H -2.5717 -0.5165 -2.0040
H 1.2567 1.6246 1.0525
H 2.9230 2.3518 0.8504
H 3.9197 0.2389 1.3312
H 2.1894 -0.2508 1.8151
H 1.4982 1.8069 -1.3997
H 3.2577 1.6421 -1.3514
H 1.8581 -1.6077 0.1786
H 4.1666 -2.0297 0.3820
H 4.6569 -0.8511 -0.8593
H 3.6937 -2.2210 -1.3397
H -0.8354 -2.1481 1.1717
```

Results
Frontier orbital gap (spin up / spin down) ... 8.82 / 6.16 eV
Relative energy (zero: lowest compared OMol25 entry of this formula, charge and spin) ... 3.821 eV
Energy ... -658.73412 Eh